(1)
This record from the OMol25 dataset describes a molecular structure, C7H6. The level of theory is the ωB97M-V functional and the def2-TZVPD basis.

Last column: Löwdin charge in e.
Positions of all 13 atoms, in Å:
C  0.075  -1.112  0.234  -0.006
C  0.202  -0.221  -0.802  -0.306
C  -0.219  -0.319  1.519  -0.190
C  0.667  -0.414  -2.258  -0.208
C  -0.329  1.045  1.028  -0.110
C  -0.144  1.135  -0.262  -0.026
C  -0.555  -0.659  -2.549  0.099
H  0.077  -2.214  0.198  0.124
H  -1.094  -0.618  2.090  0.099
H  0.586  -0.356  2.425  0.154
H  1.715  -0.333  -2.503  0.084
H  -0.622  1.970  1.656  0.151
H  -0.359  2.098  -0.776  0.135

As for the expectation value of S²: 2.02. The value obtained for the HOMO-LUMO gap (alpha / beta) is 7.089 / 6.892 eV. The spin multiplicity is 3. The value obtained for the HOMO energy (alpha / beta) is -6.3 / -9.6 eV. The LUMO energy (alpha / beta) is 0.8366 / -2.7310 eV. The value obtained for the energy above the lowest of the compared OMol25 structures with the same formula, charge and spin is 1.117 eV.

***

(2)
This record from the OMol25 dataset describes a molecular structure, C22H34N2O4P2SV. The level of theory is the ωB97M-V functional and the def2-TZVPD basis.

Last column: Löwdin charge in e.
Positions of all 66 atoms, in Å:
V  0.014  -0.228  0.195  0.603
P  2.560  -0.291  0.203  0.805
P  -2.628  0.168  0.121  0.817
N  0.122  0.357  -1.452  -0.086
H  0.991  -1.219  1.122  0.032
C  3.144  -1.422  -1.102  -0.231
H  4.245  -1.438  -1.093  0.051
H  2.783  -1.060  -2.074  0.050
H  2.757  -2.434  -0.933  0.026
C  3.684  -0.537  1.606  -0.222
H  4.647  -0.906  1.223  0.053
H  3.240  -1.288  2.273  0.045
H  3.827  0.400  2.168  0.020
C  3.045  1.346  -0.425  -0.247
H  4.143  1.399  -0.482  0.058
H  2.672  2.104  0.283  0.012
H  2.599  1.525  -1.412  0.036
C  -3.634  -1.112  -0.689  -0.253
H  -4.703  -0.907  -0.552  0.046
H  -3.376  -2.092  -0.268  0.040
H  -3.388  -1.118  -1.758  0.050
C  -3.310  0.243  1.804  -0.256
H  -4.406  0.256  1.762  0.048
H  -2.940  1.145  2.305  0.035
H  -2.971  -0.634  2.370  0.035
C  -3.188  1.721  -0.653  -0.257
H  -4.271  1.856  -0.521  0.045
H  -2.940  1.701  -1.723  0.043
H  -2.646  2.556  -0.193  0.044
C  0.074  1.290  -2.404  -0.418
C  -0.009  1.933  -4.756  -0.102
C  0.006  0.944  -3.788  -0.036
C  0.080  2.672  -2.052  -0.046
C  0.050  3.647  -3.038  -0.092
C  0.016  3.291  -4.394  -0.096
H  -0.042  1.653  -5.811  0.100
H  -0.025  -0.116  -4.040  0.105
H  0.109  2.940  -0.994  0.110
H  0.055  4.699  -2.748  0.104
H  0.007  4.067  -5.166  0.099
C  0.025  -2.310  1.370  -0.562
O  -0.907  -1.886  0.421  -0.357
C  0.659  -3.628  1.001  -0.043
H  1.225  -4.045  1.848  0.083
H  1.333  -3.530  0.142  0.059
H  -0.144  -4.327  0.736  0.096
C  -0.466  -2.246  2.795  -0.049
H  -1.483  -2.659  2.846  0.092
H  -0.486  -1.214  3.188  0.062
H  0.188  -2.838  3.453  0.083
O  2.668  4.453  3.234  -0.278
S  2.534  3.030  3.202  0.662
O  3.744  2.222  3.257  -0.314
N  1.551  2.502  1.975  -0.036
C  0.476  1.850  2.400  -0.442
O  -0.300  1.170  1.623  -0.169
C  0.298  1.896  3.863  -0.131
C  -0.666  1.253  4.654  -0.004
C  -0.486  1.250  6.039  -0.060
C  0.634  1.867  6.620  -0.057
C  1.602  2.492  5.820  -0.024
C  1.410  2.475  4.443  -0.221
H  -1.530  0.788  4.180  0.101
H  -1.218  0.759  6.683  0.108
H  0.764  1.858  7.702  0.108
H  2.484  2.980  6.227  0.125

As for the expectation value of S²: 1.10. The value obtained for the HOMO-LUMO gap (alpha / beta) is 6.396 / 7.270 eV. The spin multiplicity is 2. The value obtained for the HOMO energy (alpha / beta) is -6.9 / -7.3 eV. The LUMO energy (alpha / beta) is -0.4622 / -0.0123 eV.

***

(3)
This record from the OMol25 dataset describes a molecular structure, C5H7O4Pt. The level of theory is the ωB97M-V functional and the def2-TZVPD basis.

Last column: Löwdin charge in e.
Positions of all 17 atoms, in Å:
H  3.047  -1.039  -0.988  0.217
Pt  2.991  1.554  0.354  1.282
O  3.226  -0.409  0.800  -0.022
O  1.321  -1.487  0.015  0.050
C  0.097  -0.760  0.217  -0.120
C  0.242  0.461  -0.683  -0.020
O  1.813  0.629  -0.580  -0.318
C  2.337  -0.623  -0.197  -0.625
H  -0.726  -1.414  -0.083  0.133
H  0.024  -0.476  1.276  0.156
H  -0.120  1.390  -0.235  0.137
H  0.117  0.233  -1.748  0.152
H  -2.394  1.059  -1.805  0.162
O  -3.481  0.930  1.126  0.422
C  -2.426  0.289  -1.032  0.229
C  -3.025  0.613  0.113  0.009
H  -2.399  -0.771  -1.292  0.154

As for the expectation value of S²: 3.77. The value obtained for the HOMO-LUMO gap (alpha / beta) is 7.788 / 5.178 eV. The spin multiplicity is 4. As for the charge: +2. The value obtained for the HOMO energy (alpha / beta) is -17.2 / -18.2 eV. The LUMO energy (alpha / beta) is -9.3939 / -13.0351 eV. The value obtained for the energy above the lowest of the compared OMol25 structures with the same formula, charge and spin is 1.735 eV.

***

(4)
This record from the OMol25 dataset describes a gas-phase ion, C8H12BrN4S (charge +1). The level of theory is the ωB97M-V functional and the def2-TZVPD basis.

Last column: Löwdin charge in e.
Positions of all 26 atoms, in Å:
C  2.862  -0.393  0.368  -0.167
C  3.533  1.257  -1.134  -0.357
C  3.905  0.350  -0.193  -0.789
C  1.601  -0.084  0.013  -0.422
C  -0.805  1.867  0.824  -0.509
C  0.395  -0.543  0.567  -0.284
C  0.277  -1.761  1.457  -0.020
C  -0.826  -0.867  -1.539  0.008
N  -0.334  1.364  1.887  0.257
N  -1.050  1.099  -0.318  0.041
N  -1.371  3.194  0.733  0.150
N  -0.859  -0.266  -0.212  -0.084
S  1.792  1.145  -1.311  1.019
Br  5.724  0.106  0.299  0.786
H  3.250  -1.152  1.138  0.148
H  3.845  2.012  -1.849  0.084
H  0.058  -2.754  0.971  0.103
H  -0.574  -1.533  2.140  0.094
H  1.236  -2.138  1.987  0.125
H  -1.807  -1.041  -2.056  0.136
H  -0.059  -0.464  -2.279  0.111
H  -0.564  -1.869  -1.538  0.082
H  -1.124  1.620  -1.156  0.140
H  -1.558  3.624  1.605  0.088
H  -2.099  3.282  0.053  0.087
H  -1.499  -0.553  0.496  0.176

As for the expectation value of S²: 2.05. The value obtained for the HOMO-LUMO gap (alpha / beta) is 8.387 / 6.582 eV. The spin multiplicity is 3. As for the charge: +1. The value obtained for the HOMO energy (alpha / beta) is -11.1 / -12.3 eV. The LUMO energy (alpha / beta) is -2.7202 / -5.6966 eV.

***

For reference, molecular weight by record: 90.125, 535.483, 326.185, 276.183 Da.